1.
{"formula": "C6H13NO", "method": "ωB97M-V with the def2-TZVPD basis set", "species": ["O", "C", "C", "C", "H", "H", "H", "H", "H", "H", "C", "C", "N", "C", "H", "H", "H", "H", "H", "H", "H"], "positions_angstrom": [[0.191, -2.708, 1.665], [1.149, -1.991, 1.555], [1.809, -1.609, 0.257], [2.301, -0.171, 0.281], [1.614, -1.503, 2.439], [1.185, -1.819, -0.607], [2.666, -2.285, 0.129], [1.466, 0.529, 0.312], [2.903, 0.085, -0.590], [2.942, 0.009, 1.148], [-1.237, -0.934, -0.858], [-1.693, 0.230, -0.396], [-1.698, 1.445, -1.038], [-2.028, 2.684, -0.378], [-0.952, -1.095, -1.892], [-1.222, -1.794, -0.208], [-1.892, 0.323, 0.670], [-1.195, 1.534, -1.904], [-2.272, 3.442, -1.119], [-2.848, 2.535, 0.323], [-1.191, 3.092, 0.209]], "lowdin_charge": [0.0443, -0.2812, -0.2286, -0.1092, 0.1236, 0.0874, 0.1198, 0.0657, 0.0721, 0.0710, -0.0382, -0.2521, -0.1056, -0.1189, 0.0539, 0.0323, 0.1144, 0.1217, 0.0759, 0.0785, 0.0731], "max_force_ev_per_a": 1.29, "gap_ev": 8.74, "relative_energy_kcal_mol": 49.5, "total_energy_ev": -9969.026, "spin_multiplicity": 1}

=====

2.
{"formula": "C9H32N2O7", "method": "ωB97M-V with the def2-TZVPD basis set", "species": ["C", "C", "O", "H", "H", "H", "H", "H", "H", "C", "C", "O", "H", "H", "H", "H", "H", "H", "C", "O", "N", "N", "H", "H", "H", "H", "C", "O", "H", "H", "H", "H", "C", "O", "H", "H", "H", "H", "C", "O", "H", "H", "H", "H", "C", "O", "H", "H", "H", "H"], "positions_angstrom": [[5.090, 1.832, -1.122], [3.754, 1.095, -0.899], [2.844, 1.645, -1.860], [5.034, 2.943, -1.302], [5.571, 1.519, -2.028], [5.782, 1.687, -0.292], [3.451, 1.379, 0.170], [3.970, -0.049, -0.885], [2.690, 2.588, -1.539], [-2.477, 1.271, 1.574], [-3.449, 1.950, 0.559], [-4.184, 0.931, -0.178], [-1.766, 2.048, 2.022], [-1.885, 0.467, 1.186], [-2.954, 0.784, 2.396], [-2.914, 2.489, -0.258], [-4.136, 2.655, 0.936], [-4.481, 0.264, 0.413], [-1.372, -1.330, -1.943], [-0.328, -1.431, -2.874], [-1.919, -2.237, -1.214], [-1.876, -0.182, -1.621], [-1.411, -3.158, -1.302], [-2.477, -2.069, -0.395], [-1.561, 0.550, -2.245], [-2.647, 0.057, -0.886], [0.617, -1.202, 1.327], [0.956, -0.213, 0.370], [-0.028, -0.871, 2.104], [1.481, -1.591, 1.938], [0.166, -2.056, 0.854], [1.348, -0.631, -0.400], [2.363, -3.040, -1.518], [2.402, -1.666, -1.849], [1.942, -3.052, -0.484], [3.492, -3.277, -1.566], [1.783, -3.668, -2.210], [1.564, -1.382, -2.060], [-2.838, -2.231, 2.037], [-3.640, -1.715, 0.947], [-2.734, -1.405, 2.710], [-1.895, -2.637, 1.638], [-3.399, -2.935, 2.654], [-4.420, -1.388, 1.388], [0.820, 3.188, 1.118], [0.305, 2.360, 0.049], [1.864, 3.091, 1.232], [0.412, 2.898, 2.056], [0.533, 4.271, 1.000], [0.554, 1.456, 0.252]], "lowdin_charge": [-0.1176, -0.3285, -0.1060, 0.0834, 0.0556, 0.0630, 0.1070, 0.1308, 0.1110, -0.0670, -0.2183, -0.1069, 0.0956, 0.0335, 0.0459, 0.1251, 0.0885, 0.0291, -0.6199, -0.1348, 0.1660, 0.1716, 0.1522, 0.0490, 0.1266, 0.1181, -0.1341, -0.1118, 0.0574, 0.1030, 0.0507, 0.0523, -0.1335, -0.1410, 0.0673, 0.1110, 0.0800, -0.0226, -0.0948, -0.1538, 0.0596, 0.0797, 0.0883, 0.0835, -0.1415, -0.1426, 0.0469, 0.0433, 0.0982, 0.0013], "max_force_ev_per_a": 7.08, "gap_ev": 9.16, "relative_energy_kcal_mol": 9.2, "total_energy_ev": -27160.928, "spin_multiplicity": 1}

=====

3.
{"formula": "C2H8FeO14S3", "method": "ωB97M-V with the def2-TZVPD basis set", "species": ["Fe", "S", "O", "O", "O", "O", "S", "O", "O", "O", "O", "S", "O", "O", "O", "O", "C", "O", "H", "H", "H", "H", "C", "O", "H", "H", "H", "H"], "positions_angstrom": [[24.141, 4.599, -6.522], [22.875, 3.341, -3.620], [22.895, 1.891, -3.598], [23.563, 3.928, -4.764], [21.391, 3.303, -3.786], [23.270, 3.931, -2.346], [24.346, 7.249, -6.159], [23.246, 6.350, -6.569], [25.264, 6.103, -6.006], [24.663, 8.212, -7.219], [24.050, 7.767, -4.869], [22.320, 2.564, -7.278], [21.613, 1.860, -6.237], [22.308, 3.990, -7.122], [23.784, 2.505, -7.024], [22.002, 2.184, -8.637], [26.653, 3.797, -4.520], [26.047, 3.509, -5.778], [25.993, 3.673, -3.660], [27.505, 3.120, -4.436], [26.982, 4.833, -4.424], [26.554, 2.775, -6.136], [24.534, 5.238, -9.465], [25.096, 4.529, -8.322], [25.183, 4.966, -10.301], [23.590, 4.751, -9.718], [24.480, 6.289, -9.189], [25.776, 4.010, -8.770]], "lowdin_charge": [0.9763, 0.1721, -0.4336, -0.3977, -0.4517, -0.4290, 0.2458, -0.3864, -0.4121, -0.3873, -0.3170, 0.1963, -0.3122, -0.3831, -0.4175, -0.4008, -0.1222, -0.1589, 0.0821, 0.0676, 0.0724, 0.0906, -0.0600, -0.1825, 0.0730, 0.0914, 0.0803, 0.1042], "total_charge": -3, "max_force_ev_per_a": 8.18, "gap_ev": [3.05, 2.99], "relative_energy_kcal_mol": 90.2, "total_energy_ev": -97757.002, "spin_multiplicity": 6}

=====

4.
{"formula": "C17H33MgN7O6", "method": "ωB97M-V with the def2-TZVPD basis set", "species": ["Mg", "N", "C", "C", "C", "N", "C", "C", "N", "C", "H", "H", "H", "H", "H", "H", "H", "H", "H", "H", "H", "H", "H", "H", "H", "H", "O", "C", "O", "C", "C", "N", "N", "C", "C", "O", "O", "H", "H", "H", "C", "N", "C", "C", "C", "O", "H", "H", "H", "H", "H", "H", "H", "H", "H", "C", "C", "N", "O", "H", "H", "H", "H", "H"], "positions_angstrom": [[-0.293, 0.035, 0.160], [-1.254, 0.145, 3.711], [-0.411, 1.274, 4.270], [-0.694, 2.582, 3.546], [-0.032, 2.757, 2.178], [-0.756, 2.029, 1.102], [1.439, 2.345, 2.217], [1.709, 0.986, 2.857], [1.288, -0.133, 1.957], [1.060, 0.892, 4.233], [-2.223, 0.432, 3.568], [-1.261, -0.647, 4.355], [-0.936, -0.202, 2.797], [-0.744, 1.358, 5.305], [-0.292, 3.360, 4.200], [-1.768, 2.781, 3.495], [-0.075, 3.828, 1.959], [-0.499, 2.473, 0.220], [-1.756, 2.212, 1.169], [1.978, 3.093, 2.804], [1.866, 2.378, 1.213], [2.788, 0.902, 3.016], [1.570, -1.012, 2.386], [1.898, -0.055, 1.139], [1.567, 1.613, 4.880], [1.233, -0.083, 4.695], [-1.413, -2.346, -5.037], [-0.561, -3.104, -4.375], [0.069, -3.991, -4.883], [-0.291, -2.776, -2.932], [0.507, -3.602, -2.165], [0.626, -3.032, -0.959], [-0.047, -1.874, -0.876], [-0.612, -1.709, -2.074], [-1.485, -0.500, -2.315], [-2.227, -0.509, -3.287], [-1.415, 0.421, -1.427], [-1.789, -1.637, -4.462], [0.979, -4.537, -2.417], [1.112, -3.396, -0.157], [2.473, 1.037, -4.192], [2.259, 0.520, -2.836], [2.860, -0.778, -2.550], [1.607, 1.207, -1.915], [1.063, 2.557, -2.280], [1.419, 0.745, -0.751], [2.738, 0.200, -4.831], [3.286, 1.763, -4.207], [1.564, 1.487, -4.582], [3.932, -0.728, -2.736], [2.422, -1.532, -3.205], [2.678, -1.040, -1.514], [1.769, 3.150, -2.857], [0.821, 3.101, -1.371], [0.153, 2.435, -2.872], [-3.322, -2.768, 1.391], [-2.926, -1.456, 0.791], [-3.659, -0.963, -0.191], [-1.938, -0.810, 1.240], [-4.129, -2.615, 2.110], [-2.468, -3.197, 1.908], [-3.683, -3.462, 0.634], [-4.427, -1.483, -0.586], [-3.347, -0.121, -0.664]], "lowdin_charge": [0.6283, 0.2303, -0.2515, -0.0821, -0.3187, 0.0539, -0.0902, -0.3243, 0.0450, -0.0893, 0.1671, 0.1781, 0.0886, 0.1612, 0.1460, 0.1339, 0.1539, 0.0822, 0.1140, 0.1424, 0.1186, 0.1544, 0.1100, 0.0726, 0.1464, 0.1339, 0.1538, -0.4930, 0.1334, -0.0330, 0.0231, 0.0431, 0.0460, -0.1282, -0.5614, 0.0942, -0.0888, 0.0692, 0.1557, 0.1717, 0.0020, -0.1036, 0.0017, -0.4406, 0.0392, -0.1094, 0.1036, 0.1104, 0.1002, 0.1115, 0.0985, 0.0755, 0.0985, 0.0802, 0.1116, 0.0326, -0.5055, 0.2491, -0.1085, 0.1055, 0.0917, 0.1012, 0.1475, 0.1166], "total_charge": 2, "max_force_ev_per_a": 0.49, "gap_ev": 9.00, "total_energy_ev": -46319.070, "spin_multiplicity": 1}